12
Properties=species:S:1:pos:R:3:forces:R:3:mulliken_charge:R:1 method="wB97M-V/def2-TZVPD" max_force_ev_per_a=3.5 multiplicity=1 homo_energy_ev=-8.7 smiles="[H]/N=C(/NO)SC" e_tot_ev=-18032.075 de_lowest_ev=2.731
H -1.987018 0.976824 0.925012 -1.5 0.7 -1.1 0.356
N -0.651155 -0.781231 -0.906379 -1.0 -0.5 -0.4 -0.750
C 0.272652 -0.009350 -0.578405 3.4 0.2 -0.3 0.695
C -1.147517 0.855998 1.526818 0.6 -0.1 0.7 -1.055
H -1.137254 -0.165432 1.776121 0.2 -1.5 0.4 0.396
N 1.578660 -0.131022 -1.140035 -2.5 1.0 0.9 -0.199
H -1.279215 1.375463 2.462934 0.3 0.6 0.0 0.314
S 0.354809 1.240624 0.667397 0.2 0.8 0.1 -0.123
H 1.267871 -1.936189 -1.674052 -0.3 0.1 0.3 0.327
H -1.537454 -0.501361 -0.492209 0.1 -0.3 0.0 0.251
H 2.363150 0.311188 -0.697481 0.1 -0.3 0.3 0.217
O 1.902472 -1.235514 -1.869720 0.6 -0.6 -0.9 -0.429